Record 1
This record from the Open Molecules 2025 dataset describes a structure of composition C41H48LiN5P2S. The level of theory is the ωB97M-V functional and the def2-TZVPD basis.

XYZ file:
```
98
Properties=species:S:1:pos:R:3:forces:R:3
Li -0.2231 0.8791 0.4380 -0.5 0.4 -0.4
C 1.2105 -0.6531 -2.1087 0.2 -0.1 0.0
P -0.3705 0.2982 -2.0145 0.1 -0.3 -0.5
C -0.0174 1.4422 -3.3935 -0.1 0.1 0.0
C 0.9600 2.3846 -3.0718 -0.1 -0.1 -0.1
C 1.3426 3.3437 -3.9843 0.1 0.1 -0.1
C 0.7540 3.3768 -5.2404 0.0 0.0 0.0
C -0.1909 2.4230 -5.5818 0.0 0.1 -0.1
C -0.5780 1.4548 -4.6645 0.0 0.0 0.1
C -1.6513 -0.8257 -2.6595 0.0 0.1 0.1
C -1.5590 -2.2106 -2.5650 0.2 0.1 -0.1
C -2.6373 -3.0107 -2.8997 -0.1 -0.1 0.0
C -3.8352 -2.4394 -3.2929 0.0 0.0 0.1
C -3.9530 -1.0586 -3.3540 -0.1 0.0 0.0
C -2.8707 -0.2602 -3.0375 0.1 0.0 0.1
C 1.7486 -0.9331 -0.7381 0.2 -0.2 -0.2
C 2.7885 -1.7722 -0.3860 0.0 -0.2 -0.2
C 2.9551 -1.6395 1.0034 0.1 0.1 0.2
C 2.0161 -0.7147 1.4140 0.4 -0.1 0.0
C 1.6933 -0.2454 2.7970 -0.1 0.0 -0.1
P -0.1496 -0.1077 2.8568 0.3 -0.1 1.0
C -0.4967 1.6957 2.9117 0.0 0.0 -0.2
C -1.7931 2.0358 2.5354 -0.1 -0.1 0.2
C -2.2172 3.3497 2.5380 -0.1 0.1 0.1
C -1.3377 4.3520 2.9137 -0.1 0.1 -0.1
C -0.0494 4.0243 3.2978 0.1 0.1 0.1
C 0.3681 2.7058 3.3077 0.0 0.0 0.0
C -0.5131 -0.3398 4.6431 -0.1 -0.3 -0.2
C 0.2808 0.1182 5.6880 0.0 -0.1 0.0
C -0.1190 -0.0801 6.9971 0.1 0.1 0.1
C -1.3116 -0.7283 7.2762 -0.1 -0.1 0.0
C -2.1063 -1.1873 6.2394 -0.1 0.0 0.2
C -1.7057 -0.9930 4.9307 0.0 0.0 -0.1
N 1.2778 -0.2782 0.3563 0.0 0.0 0.3
H 1.9239 -0.0314 -2.6684 -0.2 -0.2 0.0
H 1.0604 -1.5729 -2.6877 0.1 0.2 0.0
H 1.4237 2.3263 -2.0977 0.1 0.1 0.1
H 2.1029 4.0680 -3.7293 0.1 0.1 0.0
H 1.0435 4.1449 -5.9443 0.0 0.0 -0.1
H -0.6273 2.4375 -6.5721 0.0 0.0 0.0
H -1.3074 0.7046 -4.9403 0.0 0.0 0.0
H -0.6552 -2.6728 -2.1936 0.1 0.0 0.0
H -2.5468 -4.0860 -2.8348 0.0 0.0 0.0
H -4.6845 -3.0674 -3.5162 -0.1 -0.1 -0.1
H -4.8989 -0.6108 -3.6299 0.0 0.0 0.0
H -2.9690 0.8198 -3.0460 0.0 0.1 -0.1
H 3.3568 -2.4215 -1.0275 0.0 -0.1 -0.2
H 3.6767 -2.1527 1.6175 0.0 0.0 0.1
H 2.1851 0.7044 3.0367 0.0 -0.1 0.1
H 2.0068 -0.9939 3.5352 -0.1 0.2 -0.1
H -2.4667 1.2361 2.2545 -0.1 0.0 -0.1
H -3.2319 3.5922 2.2488 -0.1 0.0 0.0
H -1.6570 5.3838 2.9030 0.0 0.1 0.0
H 0.6345 4.8039 3.6002 0.1 0.1 0.0
H 1.3739 2.4787 3.6323 0.1 -0.1 0.0
H 1.2076 0.6343 5.4819 0.1 0.0 0.0
H 0.4947 0.2832 7.8100 0.1 0.0 0.0
H -1.6207 -0.8730 8.3018 0.0 0.0 0.1
H -3.0389 -1.6890 6.4552 -0.1 -0.1 0.0
H -2.3146 -1.3467 4.1091 -0.1 -0.1 0.0
C 2.6814 6.2517 -1.0130 0.0 0.0 0.3
C 2.0497 5.8196 0.3102 0.3 0.0 -0.1
N 0.8636 5.0102 0.1283 -0.1 0.2 0.1
C -0.3519 5.7072 -0.2488 -0.1 -0.1 -0.2
C -0.6933 5.5552 -1.7328 0.0 0.0 0.3
C 0.8725 3.6534 0.2049 0.2 0.2 0.0
C 2.1699 2.9716 0.4992 0.0 -0.1 0.0
N -0.1525 2.9056 0.0452 -0.3 -0.5 -0.1
H 3.6487 6.7074 -0.8232 0.2 0.1 -0.1
H 2.0619 6.9793 -1.5304 -0.1 0.1 -0.1
H 2.8188 5.3898 -1.6615 0.1 -0.1 -0.1
H 1.7793 6.7048 0.8973 0.0 -0.1 0.0
H 2.7793 5.2594 0.8923 -0.1 0.1 0.0
H -0.2080 6.7643 -0.0169 -0.1 -0.1 0.1
H -1.1795 5.3378 0.3723 0.1 0.1 -0.1
H 0.0601 6.0289 -2.3535 0.1 0.1 -0.1
H -1.6563 6.0131 -1.9397 -0.1 0.1 -0.1
H -0.7318 4.5070 -2.0161 0.0 -0.1 -0.1
H 2.4917 3.1993 1.5117 0.2 0.0 0.1
H 2.9521 3.2674 -0.1952 0.1 0.1 -0.1
H 2.0035 1.9018 0.4146 0.2 -0.1 0.0
H -1.0025 3.4137 -0.1572 -0.1 0.1 0.0
S -2.6279 -0.9148 0.5658 0.3 -0.1 0.2
C -4.2090 -0.5550 0.2406 0.4 0.3 0.0
N -4.5384 0.6755 -0.2762 0.0 -0.2 0.1
C -5.8082 1.0611 -0.5332 -0.5 0.0 0.0
C -6.8502 0.2310 -0.2662 0.1 0.1 0.0
C -6.5768 -1.0562 0.2622 0.3 0.1 0.0
C -5.2943 -1.4355 0.5000 -0.4 0.0 -0.1
H -3.7546 1.2866 -0.4775 -0.1 -0.1 0.0
H -5.9426 2.0477 -0.9522 0.1 0.0 0.0
H -7.8650 0.5428 -0.4452 0.0 0.1 -0.1
H -7.3981 -1.7235 0.4724 0.0 -0.1 0.0
H -5.0423 -2.4089 0.8839 0.0 -0.1 0.1
N -0.0346 -3.3436 1.5603 0.0 -0.2 0.0
H 0.9386 -3.4483 1.2887 0.0 0.1 0.0
H -0.0281 -2.9491 2.4971 0.0 -0.1 -0.1
H -0.4228 -2.6281 0.9518 0.1 0.0 0.1
```
Forces are in eV/Å.

Computed properties:
Frontier orbital gap: 0.2324 hartree
Molecular weight: 711.8 g mol⁻¹
Relative energy (zero: lowest compared OMol25 entry of this formula, charge and spin): 122.8 kJ/mol
Electronic energy: -2953.40954 hartree

Mulliken population analysis, charges in e, atoms 1 to 5: Li 0.65; C -1.55; P 2.08; C 0.36; C -0.73

Record 2
This record from the Open Molecules 2025 dataset describes a structure of composition C23H40Cl3N4O3SiSr. The level of theory is the ωB97M-V functional and the def2-TZVPD basis.

XYZ file:
```
75
Properties=species:S:1:pos:R:3:forces:R:3
C 2.3044 -2.6388 -5.6140 0.1 -0.1 0.0
C 2.2312 -1.7152 -6.8129 0.5 0.2 -1.3
H 1.4156 -3.2984 -5.5706 0.4 0.2 0.0
H 2.3781 -2.1141 -4.6521 -0.1 0.0 -0.5
H 3.2046 -3.2801 -5.6973 -0.4 0.1 0.0
C 2.2871 -2.2085 -8.0606 0.2 0.4 0.6
C 2.4640 -3.6466 -8.3912 -0.3 -0.5 -0.3
H 2.2940 -1.5234 -8.9097 0.1 -0.1 0.3
H 1.7150 -4.2620 -7.8631 0.3 0.0 -0.3
H 3.4704 -4.0030 -8.1300 -0.2 0.0 0.1
H 2.3633 -3.7857 -9.4762 -0.1 -0.2 0.3
Sr 1.3611 0.5961 -3.3671 -0.1 0.5 0.4
Cl 3.1107 0.7534 -1.2079 0.0 -0.1 0.3
Cl 2.1993 3.3264 -4.1544 0.2 0.1 -0.3
C -0.2594 3.2128 -2.6618 0.8 -1.2 0.3
O -0.7346 2.0632 -2.8064 -0.1 1.1 0.2
N -0.8693 4.3636 -2.9244 -1.0 0.1 0.0
C -2.2831 4.3910 -3.3000 0.3 0.1 -0.2
C -0.0662 5.5680 -3.0964 0.5 -0.1 0.0
H 0.7877 3.3406 -2.3102 -0.7 0.1 0.0
H -2.8668 3.7189 -2.6591 0.2 0.1 -0.2
H -2.4272 4.1040 -4.3509 0.0 0.0 0.2
H -2.6278 5.4239 -3.1761 -0.1 -0.3 0.0
H 0.5758 5.7179 -2.2122 -0.3 0.1 -0.4
H -0.7382 6.4165 -3.2390 0.1 -0.1 0.2
H 0.5955 5.4467 -3.9690 -0.2 0.1 0.3
H -0.4213 -4.4678 -0.5094 -0.4 -0.1 -0.1
H -0.8936 -3.7920 -4.5088 -0.1 0.1 0.3
C -1.2890 -4.3152 -1.1710 0.4 0.5 0.2
C -1.4962 -4.0703 -3.6384 0.0 0.1 0.2
N -0.8327 -3.6700 -2.3992 -0.2 -0.1 -0.3
H -2.0264 -3.6869 -0.6386 0.2 -0.3 -0.2
C -0.0963 -2.5477 -2.3117 0.3 1.0 -0.9
O 0.0681 -1.7264 -3.2364 -0.2 -1.3 1.3
H -2.4893 -3.6061 -3.7168 0.2 -0.1 -0.1
H 0.3697 -2.4328 -1.3159 -0.1 0.3 -0.3
H -1.7443 -5.2698 -1.4355 0.1 0.1 0.2
H -1.6058 -5.1590 -3.5864 0.0 0.2 -0.2
O 2.1084 0.1205 -5.3456 -0.3 0.4 0.2
C 2.3761 -0.1803 -6.6247 -0.1 -0.5 0.1
C 0.6453 0.2224 -8.5310 0.2 -0.1 -0.5
C 1.5901 0.7127 -7.6285 -0.5 -0.2 0.2
H 0.2838 -0.8009 -8.4194 0.3 0.3 -0.3
C 0.1975 1.0040 -9.6050 0.0 0.3 0.4
H 3.4492 0.0334 -6.8631 -0.2 0.0 0.0
C 1.7992 2.0997 -7.5944 0.3 0.0 -0.2
H -0.4232 0.5580 -10.3817 0.0 0.1 0.2
C 0.5742 2.3462 -9.6796 0.2 0.0 0.0
C 1.3374 2.9041 -8.6459 -0.1 -0.2 0.3
H 2.3141 2.5206 -6.7192 0.0 -0.1 -0.5
H 0.2909 2.9618 -10.5361 0.0 -0.2 0.2
H 1.5816 3.9695 -8.6572 -0.1 -0.3 0.0
Si -2.7967 -0.0479 -6.3231 1.3 1.3 1.0
Cl -1.6682 -1.6649 -6.8369 0.3 -1.1 -0.5
C -4.0353 0.1702 -7.6815 -0.7 0.0 -0.3
C -1.6421 1.4287 -6.2550 0.2 -0.2 -0.1
C -3.1153 -0.4284 -4.5180 -0.6 -0.1 0.0
H -3.4907 0.0685 -8.6351 -0.1 0.0 0.4
H -4.5660 1.1360 -7.7170 0.3 -0.3 0.2
H -4.7822 -0.6247 -7.6407 -0.1 0.0 -0.1
H -3.7496 -1.3103 -4.4118 -0.1 -0.1 0.1
H -3.6029 0.4109 -4.0140 0.1 -0.1 0.1
H -2.1545 -0.6418 -4.0126 -0.3 0.2 -0.4
H -1.5326 1.8726 -7.2593 0.1 0.0 0.4
H -0.6345 1.0703 -5.9277 -0.7 0.4 -0.2
H -2.0152 2.1781 -5.5297 0.2 -0.3 -0.4
N -0.4738 1.3513 1.5312 0.0 -0.3 -0.3
C -1.5357 0.5169 1.8538 0.3 -0.4 -0.8
C -1.6169 -0.4003 0.8173 0.7 1.2 0.7
N -0.6287 -0.1368 -0.1070 0.3 0.3 0.1
C 0.0503 0.9087 0.3333 -0.8 -0.2 0.7
H -0.1112 2.1339 2.0785 -0.3 -0.6 -0.4
H -2.1136 0.6131 2.7545 0.0 0.1 0.1
H -2.3136 -1.2175 0.7019 0.0 0.1 0.0
H 0.9339 1.3670 -0.1135 -0.2 -0.3 0.0
```
Forces are in eV/Å.

Computed properties:
Frontier orbital gap: 0.2637 hartree
Total charge: -1
Molecular weight: 642.7 g mol⁻¹
Relative energy (zero: lowest compared OMol25 entry of this formula, charge and spin): 199.1 kJ/mol
Electronic energy: -3046.21717 hartree

Mulliken population analysis, charges in e, atoms 1 to 5: C -1.27; C 0.90; H 0.05; H 0.22; H 0.37